The following is a DFT calculation (ωB97M-V with the def2-TZVPD basis set) of 3 unconnected molecules or ions with the total composition C32H54N2O7PS in a non-equilibrium geometry.

Each line ends with the Mulliken charge.
Atoms and positions in Å:
C 3.44 -1.63 0.83  -0.311
C 3.99 -1.39 -0.62  -0.495
C 3.61 -0.12 -1.46  -0.609
C 2.68 1.01 -0.86  0.696
C 2.33 2.30 -1.75  -0.700
C 0.76 2.64 -1.83  0.282
C 0.34 3.35 -0.44  -1.345
P -0.60 5.00 -0.63  0.403
C 0.74 5.75 -1.81  -0.526
C 0.88 7.34 -1.50  -0.513
S 2.48 8.07 -2.14  -0.183
C 3.45 8.79 -0.76  0.401
N 4.15 10.06 -0.84  -0.291
N 4.80 10.27 0.35  -0.329
C 4.50 9.14 1.20  -0.004
O 3.66 8.19 0.53  -0.201
C -1.94 4.54 0.69  -1.142
C -3.35 4.14 0.07  0.559
C -3.79 2.73 -0.40  -0.171
C -5.24 2.50 -0.94  -0.273
C -6.32 3.62 -1.02  -0.552
C -5.85 5.05 -0.57  -0.368
C -4.42 5.31 -0.03  -0.531
C 2.19 0.76 0.60  -0.005
C 2.54 -0.53 1.42  -0.520
H 3.71 -2.57 1.42  0.299
H 4.68 -2.19 -1.04  0.256
H 4.06 -0.04 -2.50  0.226
H 2.82 2.10 -2.78  0.225
H 2.91 3.20 -1.32  0.331
H 0.22 1.61 -1.85  -0.728
H 0.44 3.19 -2.77  0.471
H -0.20 2.55 0.19  0.163
H 1.32 3.59 0.12  0.444
H 0.17 5.58 0.48  -0.197
H -1.34 6.26 -0.82  0.085
H -1.37 4.46 -1.73  -0.033
H 0.47 5.57 -2.91  0.211
H 1.76 5.26 -1.55  0.049
H 0.91 7.46 -0.36  0.323
H -0.05 7.87 -1.94  0.431
H 4.92 9.06 2.26  0.336
H -2.12 5.47 1.35  0.385
H -1.61 3.71 1.40  0.435
H -3.06 1.86 -0.33  0.267
H -5.58 1.44 -1.27  0.260
H -7.39 3.44 -1.39  0.298
H -6.65 5.87 -0.62  0.256
H -4.17 6.37 0.31  0.249
H 1.54 1.53 1.14  0.224
H 2.11 -0.63 2.49  0.296
C -0.73 -6.65 2.60  -0.755
O 0.58 -7.16 2.80  -0.295
C 1.47 -6.90 1.72  -0.509
C 2.80 -6.33 2.21  -0.272
O 2.75 -5.03 2.80  -0.397
C 2.05 -4.89 4.04  -0.243
C 2.65 -5.63 5.23  -0.584
O 2.54 -7.04 5.09  -0.281
C 3.74 -7.74 5.38  -0.843
H -1.33 -7.37 2.05  0.291
H -1.18 -6.49 3.58  0.247
H -0.72 -5.69 2.08  0.313
H 1.03 -6.22 0.99  0.312
H 1.66 -7.86 1.23  0.381
H 3.45 -6.22 1.34  0.430
H 3.32 -7.03 2.87  0.065
H 0.99 -5.13 3.91  0.075
H 2.08 -3.82 4.27  0.410
H 2.09 -5.36 6.13  0.389
H 3.69 -5.31 5.36  0.346
H 4.63 -7.19 5.04  0.398
H 3.72 -8.69 4.85  0.237
H 3.81 -7.93 6.45  0.292
C -4.22 -4.32 -3.47  -0.833
O -3.18 -3.37 -3.61  -0.255
C -3.62 -2.10 -4.09  -0.615
C -3.07 -0.95 -3.24  -0.111
O -3.56 -0.88 -1.90  -0.415
C -3.19 -1.92 -1.00  -0.317
C -1.70 -2.03 -0.67  -0.235
O -0.93 -2.44 -1.80  -0.349
C 0.23 -1.66 -2.01  0.156
H -4.38 -4.84 -4.42  0.285
H -3.92 -5.05 -2.71  0.233
H -5.16 -3.86 -3.13  0.393
H -4.71 -2.04 -4.13  0.336
H -3.23 -2.00 -5.11  0.386
H -3.39 -0.02 -3.72  0.461
H -1.98 -0.92 -3.26  -0.057
H -3.59 -2.88 -1.34  0.020
H -3.71 -1.70 -0.07  0.473
H -1.56 -2.78 0.11  0.257
H -1.35 -1.06 -0.28  0.189
H 0.06 -0.60 -1.79  -0.371
H 0.50 -1.74 -3.07  0.332
H 1.06 -2.05 -1.40  0.198

Summary:
Highest occupied orbital energy (eV): -4.314
Net charge: -1